Entry 1:
{
  "formula": "C21H16Br2ClO4S",
  "method": "the ωB97M-V functional and the def2-TZVPD basis",
  "elements": ["C", "O", "C", "C", "C", "C", "C", "C", "C", "C", "Br", "C", "O", "C", "Br", "C", "C", "C", "H", "H", "H", "H", "H", "H", "H", "H", "H", "H", "Cl", "C", "S", "C", "C", "C", "C", "C", "C", "O", "O", "H", "H", "H", "H", "H", "H"],
  "coordinates": [[-6.59341, 0.12431, 4.15496], [-6.22355, -0.99299, 3.31213], [-4.91556, -1.36401, 3.31189], [-3.94050, -0.76038, 4.14304], [-2.60185, -1.02931, 3.92972], [-2.18014, -1.85867, 2.85554], [-0.81426, -2.05578, 2.50360], [0.27920, -1.30330, 2.98470], [1.56738, -1.91459, 3.16965], [2.68751, -1.18002, 3.43273], [4.37937, -1.98897, 3.65379], [2.64223, 0.31335, 3.48944], [3.65606, 1.01433, 3.52983], [1.27360, 0.88867, 3.43402], [1.12346, 2.76974, 3.53457], [0.17513, 0.10523, 3.22558], [-3.18972, -2.55942, 2.12823], [-4.52308, -2.34201, 2.36038], [-7.63886, 0.30359, 3.90588], [-6.49251, -0.13281, 5.22049], [-5.98199, 1.01311, 3.93368], [-4.23214, -0.05161, 4.92095], [-1.87070, -0.56861, 4.59270], [-0.57836, -2.98443, 1.98279], [1.64573, -2.99886, 3.08539], [-0.80257, 0.57901, 3.20444], [-2.87241, -3.24771, 1.34462], [-5.29539, -2.85751, 1.79292], [-1.02504, -0.50671, 0.24790], [-0.94106, -0.56982, -1.37497], [-2.32818, -0.88068, -2.35744], [-2.01874, -0.13040, -3.98779], [-2.59771, 1.09828, -4.30541], [-2.45406, 1.61740, -5.59624], [-1.72698, 0.91633, -6.56171], [-1.10881, -0.28982, -6.21983], [-1.25372, -0.81572, -4.93122], [-2.42313, -2.30133, -2.63247], [-3.48320, -0.15954, -1.86559], [-0.06452, -0.18400, -1.87490], [-3.17152, 1.63341, -3.55196], [-2.92639, 2.56851, -5.83755], [-1.63652, 1.31146, -7.57415], [-0.52016, -0.84000, -6.95248], [-0.78891, -1.76148, -4.65856]],
  "homo_lumo_gap_ev": 4.26,
  "total_charge": -1,
  "e_tot_ev": -193666.9983
}

Entry 2:
{
  "formula": "C21H16Cl37N3O2S",
  "method": "the ωB97M-V functional and the def2-TZVPD basis",
  "elements": ["O", "C", "N", "C", "C", "C", "C", "C", "O", "Cl", "C", "C", "N", "S", "N", "C", "H", "H", "H", "H", "C", "Cl", "Cl", "Cl", "H", "C", "Cl", "Cl", "Cl", "H", "C", "Cl", "Cl", "Cl", "H", "C", "Cl", "Cl", "Cl", "H", "C", "Cl", "Cl", "Cl", "H", "C", "Cl", "Cl", "Cl", "H", "C", "Cl", "Cl", "Cl", "H", "C", "Cl", "Cl", "Cl", "H", "C", "Cl", "Cl", "Cl", "H", "C", "Cl", "Cl", "Cl", "H", "C", "Cl", "Cl", "Cl", "H", "C", "Cl", "Cl", "Cl", "H"],
  "coordinates": [[1.73313, -5.33553, 1.94749], [2.18562, -5.07409, 0.82288], [2.72813, -4.75319, -0.32108], [2.44675, -3.27600, -0.45666], [0.93764, -2.86413, -0.43121], [0.47808, -1.36749, -0.60917], [-1.10289, -1.08640, -0.56458], [-1.47313, 0.18997, 0.33985], [-2.16363, -0.00066, 1.38988], [-0.96645, 1.91022, 0.00718], [1.57322, -0.29415, -0.81498], [3.07555, -0.74668, -0.79053], [4.23221, 0.10445, -0.92897], [5.67209, -0.83895, -0.81039], [5.03120, -2.44086, -0.61914], [3.60383, -2.22667, -0.61448], [0.13940, -3.67072, -0.28839], [-1.56887, -2.00129, -0.02477], [-1.59057, -1.07090, -1.60672], [1.30907, 0.80088, -0.98146], [-3.64255, 1.30609, -2.51135], [-1.90793, 1.52441, -2.78439], [-4.57983, 2.28887, -3.64472], [-4.08596, -0.40256, -2.65628], [-3.87468, 1.63547, -1.49944], [-4.65008, 2.26777, 1.84642], [-5.45069, 1.56163, 3.25755], [-5.66600, 2.09804, 0.40542], [-4.26320, 3.96952, 2.13854], [-3.71880, 1.72839, 1.67523], [-0.48099, 5.18139, 3.47553], [-1.96374, 5.12012, 4.43755], [0.94020, 4.97648, 4.50987], [-0.51458, 3.94624, 2.20830], [-0.42034, 6.15890, 2.99956], [-1.09747, 0.93760, -6.80285], [0.52085, 1.34215, -6.21135], [-2.05850, 0.18803, -5.52025], [-1.91031, 2.38049, -7.42715], [-0.99517, 0.22227, -7.61719], [5.29511, 3.45391, 0.72364], [4.16019, 4.79480, 0.51133], [4.57268, 2.17974, 1.71697], [5.79875, 2.81085, -0.84716], [6.17732, 3.83054, 1.23915], [-2.29631, 8.87143, 6.05785], [-2.35273, 7.94578, 7.56510], [-0.78176, 8.56359, 5.19459], [-3.68627, 8.48019, 5.03509], [-2.34012, 9.93075, 6.30485], [0.68820, -2.38127, -8.98928], [2.30487, -1.97530, -8.39711], [-0.27488, -3.12786, -7.70622], [-0.12460, -0.93919, -9.61719], [0.79076, -3.09788, -9.80241], [-4.64843, 3.65482, 7.16099], [-4.33462, 2.54566, 8.50396], [-6.38537, 3.94613, 6.98791], [-3.78210, 5.18002, 7.39774], [-4.28544, 3.19341, 6.24356], [7.87731, 6.37121, 2.03993], [6.74201, 7.71097, 1.82693], [7.15594, 5.09645, 3.03394], [8.37897, 5.72532, 0.47049], [8.75993, 6.74814, 2.55382], [-1.04856, -6.82316, -0.83255], [-2.42496, -5.72110, -0.67337], [0.39556, -6.12558, -0.07690], [-1.42629, -8.39714, -0.11931], [-0.84533, -6.96702, -1.89292], [2.85454, -6.43461, -4.10521], [1.83955, -6.13386, -5.52381], [3.46599, -4.91181, -3.44639], [1.95135, -7.33422, -2.87459], [3.70526, -7.03925, -4.41485], [-3.75301, -9.63547, 2.83752], [-2.65263, -11.00412, 2.61740], [-2.90417, -8.26690, 3.57054], [-4.47524, -9.16417, 1.29252], [-4.55214, -9.94293, 3.50979]],
  "homo_lumo_gap_ev": 7.18,
  "e_tot_ev": -504758.6859,
  "relative_energy_kj_mol": 645.9
}

Entry 3:
{
  "formula": "C21H16FNO4S2",
  "method": "the ωB97M-V functional and the def2-TZVPD basis",
  "elements": ["C", "N", "C", "C", "C", "C", "C", "C", "C", "C", "F", "S", "O", "O", "C", "C", "C", "C", "C", "C", "S", "O", "O", "C", "C", "C", "C", "C", "C", "H", "H", "H", "H", "H", "H", "H", "H", "H", "H", "H", "H", "H", "H", "H", "H"],
  "coordinates": [[0.85775, 0.06084, -3.87931], [1.10255, -0.00432, -2.45085], [1.27122, 1.22599, -1.80837], [1.25234, 2.46054, -2.51307], [1.59401, 3.65662, -1.89578], [1.84696, 3.66131, -0.51983], [1.71993, 2.48743, 0.21645], [1.46936, 1.26490, -0.41812], [1.45989, -0.00085, 0.38927], [0.43703, -0.00946, 1.54467], [1.06901, -0.01423, 2.79417], [-0.76172, 1.45041, 1.67583], [-0.16201, 2.41059, 2.59679], [-1.21712, 1.87602, 0.36627], [-2.19944, 0.67722, 2.44143], [-3.37681, 1.39360, 2.65303], [-4.55200, 0.68113, 2.91155], [-4.54877, -0.72168, 2.90814], [-3.37154, -1.42699, 2.64677], [-2.19793, -0.70658, 2.43707], [-0.75782, -1.47262, 1.66916], [-1.20542, -1.89480, 0.35550], [-0.16194, -2.43723, 2.58729], [1.49389, -1.26277, -0.42694], [1.75142, -2.47072, 0.22993], [1.90852, -3.65705, -0.48233], [1.69518, -3.66929, -1.86346], [1.36510, -2.48341, -2.51398], [1.32398, -1.23717, -1.82492], [0.51157, -0.91018, -4.25489], [0.08389, 0.82163, -4.08421], [1.78762, 0.35630, -4.40120], [1.00448, 2.48839, -3.57233], [1.70613, 4.58508, -2.46535], [2.09508, 4.58345, -0.00194], [1.87720, 2.51766, 1.29943], [2.40569, 0.00622, 0.96599], [-3.34741, 2.47920, 2.56951], [-5.47565, 1.23638, 3.08939], [-5.46895, -1.28032, 3.08377], [-3.33604, -2.51066, 2.55910], [1.89014, -2.48518, 1.31681], [2.15211, -4.56893, 0.06047], [1.83311, -4.60854, -2.41008], [1.17542, -2.54793, -3.58085]],
  "homo_lumo_gap_ev": 7.55,
  "smiles": "CN1c2ccccc2C(C2(F)S(=O)(=O)c3ccccc3S2(=O)=O)c2ccccc21",
  "e_tot_ev": -56102.3709,
  "relative_energy_kj_mol": 0.0
}

Entry 4:
{
  "formula": "C21H16IN3O2Yb",
  "method": "the ωB97M-V functional and the def2-TZVPD basis",
  "elements": ["Yb", "C", "C", "N", "C", "C", "C", "O", "C", "C", "N", "C", "C", "C", "C", "C", "C", "I", "C", "O", "H", "H", "H", "H", "H", "H", "H", "H", "H", "H", "H", "H", "N", "C", "C", "C", "C", "C", "C", "C", "H", "H", "H", "H"],
  "coordinates": [[-1.96651, -0.59878, -0.64032], [-2.59890, 3.65406, -1.26334], [-1.17427, 3.21643, -1.15795], [-0.25711, 4.11465, -0.82225], [1.01778, 3.74717, -0.72650], [1.48283, 2.46448, -0.96591], [2.96286, 2.20555, -0.79897], [3.75235, 3.01872, -1.64079], [0.52681, 1.49099, -1.31514], [0.96495, 0.11014, -1.55376], [0.25290, -0.93567, -1.32057], [0.83665, -2.22748, -1.49890], [2.16039, -2.47489, -1.14653], [2.71345, -3.73095, -1.33422], [1.95030, -4.76099, -1.85944], [0.61541, -4.54703, -2.16857], [0.06938, -3.28650, -1.97708], [-1.95586, -3.06897, -2.42764], [-0.81858, 1.88403, -1.40856], [-1.79851, 1.00369, -1.75367], [-2.66148, 4.72396, -1.08825], [-3.21850, 3.14121, -0.52386], [-3.01279, 3.42012, -2.24494], [1.72274, 4.51950, -0.43988], [3.21425, 1.14599, -0.91764], [3.25850, 2.46840, 0.21743], [3.50117, 2.87974, -2.56020], [1.97730, -0.03173, -1.92610], [2.74992, -1.68939, -0.69150], [3.74218, -3.90478, -1.05043], [2.38142, -5.74052, -2.01215], [0.00651, -5.35521, -2.54909], [-1.34802, -0.74812, 6.98807], [-1.52216, -0.68418, 5.85472], [-1.73847, -0.61015, 4.43154], [-3.03976, -0.54123, 3.93294], [-3.24605, -0.47896, 2.56637], [-2.17640, -0.47999, 1.65777], [-0.88588, -0.54539, 2.20088], [-0.64988, -0.61071, 3.56950], [-3.87225, -0.53780, 4.62387], [-4.27043, -0.42369, 2.21483], [-0.00206, -0.53752, 1.55650], [0.35381, -0.65821, 3.96973]],
  "homo_lumo_gap_ev": [7.51, 7.47],
  "s_squared": 0.751,
  "total_charge": 1,
  "multiplicity": 2,
  "e_tot_ev": -70225.3644,
  "relative_energy_kj_mol": 10.7
}

Entry 5:
{
  "formula": "C21H16MoNPS5",
  "method": "the ωB97M-V functional and the def2-TZVPD basis",
  "elements": ["Mo", "S", "C", "S", "C", "C", "S", "S", "S", "N", "C", "C", "C", "C", "C", "C", "P", "C", "C", "C", "C", "C", "C", "C", "C", "C", "C", "C", "C", "H", "H", "H", "H", "H", "H", "H", "H", "H", "H", "H", "H", "H", "H", "H", "H"],
  "coordinates": [[-1.96441, -0.49353, -0.88039], [-4.18803, -3.02692, 4.08592], [-3.98787, -2.55526, 2.57871], [-4.63398, -1.05080, 1.93886], [-3.99435, -1.17726, 0.33937], [-3.22095, -2.33182, 0.07737], [-2.44438, -2.66624, -1.41946], [-3.01457, -3.42888, 1.40850], [-4.23686, 0.10088, -0.78246], [-1.52929, 1.14513, -2.31773], [-0.24261, 1.87201, -2.22712], [-0.12020, 3.11274, -2.81814], [1.11123, 3.75583, -2.77342], [2.19679, 3.15212, -2.15262], [2.05539, 1.90980, -1.55007], [0.82026, 1.26787, -1.57147], [0.51406, -0.30795, -0.76800], [-0.38262, 0.11944, 0.77731], [-1.04939, 1.34499, 0.96099], [-1.77349, 1.58357, 2.13118], [-1.82078, 0.61681, 3.11406], [-1.17312, -0.61606, 2.94260], [-0.48266, -0.87717, 1.78398], [2.03002, -1.10360, -0.29481], [2.71648, -0.71373, 0.85698], [3.93415, -1.30726, 1.14505], [4.45710, -2.27588, 0.29216], [3.77090, -2.66073, -0.85171], [2.54962, -2.07653, -1.14882], [-2.29300, 1.82117, -2.34273], [-1.56044, 0.68265, -3.23060], [-0.96107, 3.57245, -3.32493], [1.22102, 4.72589, -3.23983], [3.15559, 3.65223, -2.13414], [2.90193, 1.44302, -1.06176], [-0.92217, 2.14365, 0.23989], [-2.26696, 2.53552, 2.27335], [-2.36084, 0.81189, 4.03237], [-1.21542, -1.36340, 3.72488], [0.01673, -1.82953, 1.65069], [2.31427, 0.04206, 1.52176], [4.47678, -1.01546, 2.03415], [5.40809, -2.73620, 0.52571], [4.18012, -3.41664, -1.50804], [2.00889, -2.38087, -2.03759]],
  "homo_lumo_gap_ev": [5.94, 6.37],
  "s_squared": 2.055,
  "total_charge": 2,
  "multiplicity": 3,
  "e_tot_ev": -88832.7934
}

Question: What is the formula in the fourth record?
Answer: C21H16IN3O2Yb

Please write out number 5 again, unchanged.
{
  "formula": "C21H16MoNPS5",
  "method": "the ωB97M-V functional and the def2-TZVPD basis",
  "elements": ["Mo", "S", "C", "S", "C", "C", "S", "S", "S", "N", "C", "C", "C", "C", "C", "C", "P", "C", "C", "C", "C", "C", "C", "C", "C", "C", "C", "C", "C", "H", "H", "H", "H", "H", "H", "H", "H", "H", "H", "H", "H", "H", "H", "H", "H"],
  "coordinates": [[-1.96441, -0.49353, -0.88039], [-4.18803, -3.02692, 4.08592], [-3.98787, -2.55526, 2.57871], [-4.63398, -1.05080, 1.93886], [-3.99435, -1.17726, 0.33937], [-3.22095, -2.33182, 0.07737], [-2.44438, -2.66624, -1.41946], [-3.01457, -3.42888, 1.40850], [-4.23686, 0.10088, -0.78246], [-1.52929, 1.14513, -2.31773], [-0.24261, 1.87201, -2.22712], [-0.12020, 3.11274, -2.81814], [1.11123, 3.75583, -2.77342], [2.19679, 3.15212, -2.15262], [2.05539, 1.90980, -1.55007], [0.82026, 1.26787, -1.57147], [0.51406, -0.30795, -0.76800], [-0.38262, 0.11944, 0.77731], [-1.04939, 1.34499, 0.96099], [-1.77349, 1.58357, 2.13118], [-1.82078, 0.61681, 3.11406], [-1.17312, -0.61606, 2.94260], [-0.48266, -0.87717, 1.78398], [2.03002, -1.10360, -0.29481], [2.71648, -0.71373, 0.85698], [3.93415, -1.30726, 1.14505], [4.45710, -2.27588, 0.29216], [3.77090, -2.66073, -0.85171], [2.54962, -2.07653, -1.14882], [-2.29300, 1.82117, -2.34273], [-1.56044, 0.68265, -3.23060], [-0.96107, 3.57245, -3.32493], [1.22102, 4.72589, -3.23983], [3.15559, 3.65223, -2.13414], [2.90193, 1.44302, -1.06176], [-0.92217, 2.14365, 0.23989], [-2.26696, 2.53552, 2.27335], [-2.36084, 0.81189, 4.03237], [-1.21542, -1.36340, 3.72488], [0.01673, -1.82953, 1.65069], [2.31427, 0.04206, 1.52176], [4.47678, -1.01546, 2.03415], [5.40809, -2.73620, 0.52571], [4.18012, -3.41664, -1.50804], [2.00889, -2.38087, -2.03759]],
  "homo_lumo_gap_ev": [5.94, 6.37],
  "s_squared": 2.055,
  "total_charge": 2,
  "multiplicity": 3,
  "e_tot_ev": -88832.7934
}